No. 1
ORCA calculation (ωB97M-V/def2-TZVPD) on 5 unconnected molecules or ions with the total composition C11H32O5.

max |F|: 0.0553 hartree/bohr
SMILES: CC(C)O.CC(C)O.CC(C)O.CCO.O
HOMO-LUMO gap: 10.0 eV
LUMO energy: 0.22 eV
HOMO level: -0.36014 Eh
total energy: -814.405164 hartree

Atoms and positions in Å:
1 C 0.378 -1.209 0.820
2 C 1.453 -1.556 -0.298
3 O 1.881 -0.433 -0.962
4 H -0.634 -0.875 0.589
5 H 0.723 -0.481 1.554
6 H 0.212 -2.105 1.417
7 H 0.968 -2.222 -1.012
8 H 2.249 -2.249 -0.025
9 H 2.769 -0.546 -1.308
10 O 5.265 -0.928 -3.095
11 H 5.514 -0.177 -2.555
12 H 5.205 -1.657 -2.478
13 C -2.663 1.189 5.018
14 C -1.897 0.071 5.665
15 C -0.907 -0.449 4.682
16 O -1.352 0.605 6.839
17 H -3.660 1.450 5.374
18 H -2.905 0.978 3.976
19 H -2.051 2.086 4.921
20 H -2.456 -0.780 6.053
21 H -0.103 0.256 4.471
22 H -1.208 -0.594 3.644
23 H -0.380 -1.289 5.134
24 H -2.028 0.714 7.511
25 C -2.093 -2.397 -0.841
26 C -3.374 -1.594 -1.186
27 C -3.118 -0.089 -0.874
28 O -3.659 -1.806 -2.525
29 H -1.259 -1.779 -1.173
30 H -2.126 -3.383 -1.305
31 H -1.891 -2.601 0.211
32 H -4.190 -1.742 -0.479
33 H -2.250 0.289 -1.413
34 H -2.949 0.024 0.197
35 H -3.891 0.608 -1.200
36 H -3.606 -0.958 -2.971
37 C 3.394 2.308 -4.553
38 C 2.552 1.663 -3.487
39 C 1.929 2.782 -2.495
40 O 1.482 0.950 -4.042
41 H 4.297 2.787 -4.174
42 H 2.952 3.138 -5.103
43 H 3.685 1.571 -5.301
44 H 3.210 0.950 -2.989
45 H 1.149 2.447 -1.811
46 H 1.449 3.592 -3.045
47 H 2.717 3.230 -1.890
48 H 1.215 0.214 -3.486

---

No. 2
ORCA calculation (ωB97M-V/def2-TZVPD) on a molecular structure, C11H33N3O8Tl.

charge: +1
max |F|: 0.1362 hartree/bohr
HOMO-LUMO gap: 2.9 eV
LUMO energy: -9.28 eV
HOMO level: -0.44863 Eh
total energy: -1376.981174 hartree

Atoms and positions in Å:
1 Tl 1.424 2.312 0.878
2 C -3.384 1.615 1.994
3 C -2.435 2.553 2.680
4 O -1.178 2.758 2.174
5 H -2.891 1.104 1.167
6 H -4.306 2.057 1.614
7 H -3.759 0.945 2.767
8 H -2.229 2.081 3.641
9 H -2.932 3.513 2.823
10 O -0.227 0.066 0.030
11 H -1.024 0.527 0.358
12 C 5.458 0.716 -0.194
13 C 4.163 0.112 -0.654
14 C 4.379 -1.261 -1.259
15 O 5.115 -2.063 -0.309
16 C 6.072 -2.880 -0.932
17 N 3.209 0.033 0.439
18 H 6.000 1.028 -1.087
19 H 6.101 0.110 0.445
20 H 5.254 1.594 0.419
21 H 3.556 0.789 -1.255
22 H 4.828 -0.854 -2.165
23 H 3.444 -1.784 -1.460
24 H 6.535 -2.385 -1.786
25 H 5.616 -3.770 -1.366
26 H 6.854 -3.097 -0.204
27 H 2.618 -0.649 -0.014
28 H 3.542 -0.646 1.108
29 C -1.232 -2.660 1.666
30 C 0.274 -3.037 1.571
31 O 0.853 -2.599 0.371
32 O -1.484 -1.283 1.715
33 H -1.807 -2.992 2.531
34 H -1.681 -3.136 0.794
35 H 0.606 -4.070 1.676
36 H 0.716 -2.559 2.445
37 H 0.511 -1.875 -0.158
38 H -0.801 -0.914 1.149
39 C -3.287 -1.110 -1.775
40 C -1.970 -0.864 -2.536
41 O -0.851 -1.505 -1.894
42 O -3.356 -0.360 -0.586
43 H -3.641 -2.117 -1.557
44 H -3.977 -0.823 -2.568
45 H -1.797 0.207 -2.426
46 H -1.958 -1.271 -3.547
47 H -0.517 -0.789 -1.349
48 H -2.765 -0.701 0.089
49 C -4.432 3.786 -1.026
50 O -5.269 3.749 -1.951
51 N -4.009 4.790 -0.362
52 N -3.606 2.739 -0.860
53 H -4.402 5.720 -0.320
54 H -3.382 4.559 0.394
55 H -2.906 2.798 -0.134
56 H -3.634 1.790 -1.203

---

No. 3
ORCA calculation (ωB97M-V/def2-TZVPD) on 5 unconnected molecules or ions with the total composition C11H33N7O7.

max |F|: 0.1372 hartree/bohr
SMILES: COCCNCCOC.NC(N)=O.NC(N)=O.NC(N)=O.OCCO
HOMO-LUMO gap: 8.9 eV
LUMO energy: 0.30 eV
HOMO level: -0.31560 Eh
total energy: -1348.834865 hartree

Atoms and positions in Å:
1 C 3.565 -0.980 2.300
2 O 3.235 -2.144 2.199
3 N 3.051 -0.207 3.130
4 N 4.412 -0.506 1.444
5 H 2.633 -0.683 3.917
6 H 3.182 0.788 3.018
7 H 4.669 0.469 1.507
8 H 4.519 -1.107 0.640
9 C 5.551 2.879 2.214
10 O 4.959 2.158 1.442
11 N 4.994 3.379 3.257
12 N 6.777 3.327 2.084
13 H 4.007 3.191 3.351
14 H 5.473 4.137 3.723
15 H 7.138 3.086 1.172
16 H 7.243 4.012 2.661
17 C 2.261 3.005 -0.585
18 O 1.626 3.312 0.411
19 N 3.126 2.079 -0.740
20 N 1.905 3.453 -1.781
21 H 3.657 2.213 -1.589
22 H 3.374 1.605 0.117
23 H 1.218 4.184 -1.897
24 H 2.481 3.166 -2.559
25 C -4.107 -0.641 1.041
26 O -4.030 -0.736 -0.318
27 C -5.225 -1.113 -0.880
28 C -4.875 -1.673 -2.217
29 N -4.160 -2.915 -2.206
30 C -3.783 -3.317 -3.548
31 C -2.934 -4.566 -3.476
32 O -1.961 -4.580 -4.589
33 C -2.309 -5.482 -5.620
34 H -4.702 0.161 1.477
35 H -3.111 -0.334 1.362
36 H -4.328 -1.611 1.487
37 H -5.854 -0.229 -0.986
38 H -5.777 -1.971 -0.496
39 H -4.274 -0.953 -2.772
40 H -5.822 -1.774 -2.747
41 H -3.330 -2.683 -1.679
42 H -3.273 -2.535 -4.110
43 H -4.639 -3.460 -4.208
44 H -3.555 -5.456 -3.371
45 H -2.444 -4.697 -2.512
46 H -3.382 -5.420 -5.802
47 H -2.234 -6.424 -5.076
48 H -1.625 -5.416 -6.466
49 C 0.195 1.636 3.292
50 C -1.163 2.324 2.924
51 O -1.039 3.002 1.647
52 O 1.352 2.387 3.076
53 H 0.140 0.745 2.666
54 H 0.142 1.438 4.362
55 H -1.465 3.086 3.643
56 H -1.995 1.638 2.763
57 H -0.689 3.896 1.648
58 H 1.198 2.858 2.255

---

No. 4
ORCA calculation (ωB97M-V/def2-TZVPD) on a molecular structure, C11H34AgF3O9.

multiplicity: 2
charge: +1
max |F|: 0.0644 hartree/bohr
HOMO-LUMO gap (alpha / beta): 4.6 / 4.6 eV
<S²>: 0.7549
LUMO energy (alpha / beta): -6.82 / -6.83 eV
HOMO level (alpha / beta): -0.42115 / -0.42115 Eh
total energy: -1562.620041 hartree

Atoms and positions in Å:
1 Ag -2.324 -5.574 0.377
2 C -0.441 -0.639 1.054
3 O -1.738 -0.328 0.522
4 O -0.460 -2.032 1.359
5 C 0.837 0.008 0.319
6 F 0.707 -0.266 -0.970
7 F 0.870 1.334 0.487
8 F 2.032 -0.561 0.621
9 C -2.178 1.057 0.423
10 C -3.449 1.063 -0.366
11 H -3.980 2.009 -0.467
12 H -3.336 0.693 -1.385
13 H -4.082 0.314 0.109
14 H -1.491 1.709 -0.116
15 H -2.342 1.636 1.332
16 H -0.466 -0.064 1.980
17 C 3.958 -2.107 5.850
18 O 3.227 -3.282 5.496
19 H 4.766 -2.249 6.568
20 H 4.287 -1.598 4.944
21 H 3.260 -1.392 6.287
22 H 2.673 -3.001 4.764
23 C -6.957 -2.215 -6.107
24 O -5.950 -3.102 -6.407
25 H -6.737 -1.206 -6.455
26 H -7.865 -2.578 -6.589
27 H -7.007 -2.159 -5.020
28 H -6.247 -3.767 -7.033
29 C 0.701 5.452 4.416
30 O 0.609 6.469 5.349
31 H 0.499 5.749 3.387
32 H 1.638 4.914 4.560
33 H -0.058 4.714 4.672
34 H -0.287 6.814 5.331
35 C 6.028 4.901 -2.873
36 O 5.575 5.830 -3.875
37 H 7.113 4.871 -2.775
38 H 5.467 4.840 -1.941
39 H 6.012 3.924 -3.355
40 H 5.355 6.656 -3.437
41 C -7.480 -3.947 -0.019
42 O -6.238 -4.057 0.725
43 H -8.279 -4.376 0.585
44 H -7.698 -2.886 -0.140
45 H -7.568 -4.519 -0.943
46 H -6.432 -3.537 1.508
47 C -0.840 -3.519 -4.197
48 O -2.136 -3.593 -3.621
49 H 0.113 -3.641 -3.681
50 H -0.726 -4.121 -5.098
51 H -0.724 -2.499 -4.563
52 H -2.778 -3.394 -4.307
53 C 8.687 0.838 2.014
54 O 9.411 2.121 2.038
55 H 7.602 0.938 2.048
56 H 8.947 0.258 1.129
57 H 8.990 0.327 2.927
58 H 8.930 2.769 2.557

---

Question: Look up the total energy of the fourth one.
Answer: -1562.620041 hartree